Entry 1:
Below is a structure of composition C34H22F9N4O5RuS3, with properties calculated with ωB97M-V/def2-TZVPD.

```
78
Properties=species:S:1:pos:R:3:forces:R:3
Ru 0.429 0.570 0.694 -0.18 -0.19 -0.36
O -1.260 3.853 2.490 0.06 0.10 -0.08
C -0.805 3.036 1.688 0.24 -0.03 0.06
N 0.153 2.020 2.034 -0.04 0.19 -0.04
C 0.659 1.835 3.280 0.12 -0.20 -0.03
O 0.475 2.468 4.305 -0.06 0.08 0.06
C 1.570 0.616 3.339 -0.07 0.12 -0.07
C 2.261 0.293 4.490 0.03 -0.04 0.02
C 3.048 -0.847 4.488 -0.01 0.05 0.06
C 3.117 -1.628 3.345 0.02 -0.05 -0.05
C 2.404 -1.237 2.227 -0.01 0.06 0.02
N 1.656 -0.137 2.237 0.07 -0.06 -0.02
C -1.159 2.945 0.305 -0.02 -0.03 -0.08
C -1.990 3.893 -0.335 0.01 0.01 0.06
C -2.126 3.870 -1.690 0.03 -0.03 -0.05
C -1.419 2.893 -2.454 -0.04 0.05 0.03
C -0.682 1.953 -1.787 -0.05 -0.04 0.08
N -0.592 1.920 -0.448 -0.01 0.05 0.07
H 2.151 0.942 5.347 0.01 -0.01 0.00
H 3.604 -1.126 5.375 0.00 0.00 0.00
H 3.717 -2.526 3.308 -0.01 0.01 0.01
H 2.415 -1.791 1.299 0.01 -0.02 -0.03
H -2.463 4.642 0.287 0.01 -0.01 -0.01
H -2.743 4.609 -2.188 0.00 -0.01 0.00
H -1.462 2.873 -3.534 0.00 0.01 0.03
H -0.133 1.176 -2.303 -0.02 0.05 0.02
F 3.336 2.415 1.016 -0.01 -0.05 -0.05
C 4.052 1.672 0.158 0.06 -0.02 0.08
F 4.411 0.558 0.819 -0.09 0.09 -0.02
F 5.190 2.351 -0.097 -0.10 -0.08 -0.02
C 3.206 1.323 -1.116 -0.12 -0.02 -0.04
O 2.153 0.553 -0.832 0.26 0.30 0.13
C 2.758 2.669 -1.798 -0.02 0.03 0.03
F 3.766 3.531 -2.058 -0.09 -0.09 0.04
F 2.151 2.413 -2.969 0.08 0.04 0.07
F 1.881 3.320 -1.027 0.11 -0.04 -0.05
C 4.128 0.552 -2.122 -0.01 -0.04 -0.04
F 3.410 0.078 -3.147 0.13 0.04 0.06
F 4.711 -0.507 -1.528 -0.02 0.12 -0.11
F 5.124 1.301 -2.646 -0.11 -0.12 0.04
O -1.258 -0.360 2.614 -0.17 -0.12 0.09
N -2.327 0.355 2.463 0.07 0.12 -0.04
C -2.591 1.366 3.320 -0.03 -0.14 -0.05
C -3.672 2.195 3.112 -0.07 -0.03 0.02
C -4.503 1.993 2.023 0.00 0.04 0.04
C -4.222 0.944 1.161 0.07 -0.08 -0.02
C -3.134 0.136 1.396 -0.03 0.01 0.10
H -1.853 1.499 4.096 -0.06 0.03 0.02
H -3.817 3.024 3.789 0.02 -0.01 -0.02
H -5.338 2.655 1.835 0.01 0.00 0.00
H -4.821 0.751 0.281 0.00 0.01 0.01
H -2.823 -0.687 0.773 0.02 -0.04 -0.03
O 0.046 -1.224 -0.089 -0.02 -0.10 0.11
C -0.513 -2.103 -1.005 0.06 0.05 -0.05
C 0.584 -3.031 -1.538 -0.09 -0.03 0.02
C 0.454 -4.195 -2.239 -0.04 0.01 0.02
C 1.705 -4.755 -2.609 0.04 0.01 -0.01
C 2.754 -3.998 -2.172 0.01 -0.07 -0.01
S 2.227 -2.611 -1.326 0.04 0.12 0.00
C -1.537 -2.986 -0.301 0.02 0.04 -0.06
C -2.615 -3.667 -0.794 0.02 0.05 -0.01
C -3.225 -4.507 0.177 0.02 -0.01 0.02
C -2.580 -4.452 1.377 -0.05 -0.03 0.02
S -1.260 -3.370 1.346 0.01 0.06 0.02
C -1.125 -1.370 -2.196 0.03 -0.06 -0.02
C -0.509 -1.074 -3.376 0.01 -0.06 0.00
C -1.313 -0.291 -4.249 -0.03 -0.03 -0.03
C -2.529 -0.003 -3.711 0.00 -0.03 -0.06
S -2.702 -0.680 -2.154 -0.01 0.00 0.07
H -0.505 -4.633 -2.479 0.02 0.01 0.01
H 1.818 -5.673 -3.170 0.00 0.02 0.02
H 3.808 -4.182 -2.312 -0.05 0.00 0.02
H -2.957 -3.574 -1.815 0.00 0.01 0.00
H -4.105 -5.109 -0.007 0.02 0.01 0.00
H -2.844 -4.960 2.292 0.01 0.01 -0.03
H 0.500 -1.394 -3.601 -0.02 0.00 -0.01
H -0.994 0.047 -5.226 0.00 0.00 0.02
H -3.328 0.581 -4.141 0.03 -0.02 0.02
```
Forces are in eV/Å.

Calculated total energy = -111359.442 eV
ΔE to the lowest compared entry with this formula, charge and spin = 0.00 kcal per mole
Charge = -1
Spin multiplicity = 5
Frontier orbital gap (spin up / spin down) = 0.1780 / 0.2754 Eh


Entry 2:
Below is a structure of composition C34H23BClN2O6RuS2, with properties calculated with ωB97M-V/def2-TZVPD.

```
70
Properties=species:S:1:pos:R:3:forces:R:3
Ru 0.011 0.620 0.323 0.01 -0.04 -0.06
S -1.771 1.112 1.944 -0.02 0.06 -0.10
C -2.031 -0.468 2.529 -0.05 0.01 0.13
C -3.028 -0.668 3.493 -0.03 -0.06 -0.11
N -3.858 -0.832 4.293 0.02 0.00 0.06
C -1.197 -1.607 2.080 -0.03 -0.08 0.04
S -0.691 -1.767 0.435 0.04 -0.06 -0.09
C -0.840 -2.607 2.990 -0.02 0.04 0.00
N -0.549 -3.437 3.752 0.01 0.01 0.03
O 1.797 2.349 -1.313 -0.06 -0.10 -0.03
C 1.298 1.269 -1.080 0.08 0.26 0.17
C 3.939 -4.595 -2.748 0.01 -0.03 0.00
C 3.738 -3.558 -3.650 0.00 0.01 -0.02
C 3.292 -2.323 -3.205 -0.06 0.01 0.09
C 3.035 -2.107 -1.849 0.06 -0.04 -0.11
C 3.264 -3.149 -0.946 -0.01 -0.02 0.01
C 3.702 -4.385 -1.396 0.01 0.03 -0.01
C 2.578 -0.815 -1.316 -0.05 0.04 0.01
C 1.664 0.009 -1.838 -0.03 -0.13 -0.08
C 0.815 -0.221 -3.033 0.01 0.05 -0.12
C 0.621 0.820 -3.942 -0.03 -0.05 -0.04
C -0.235 0.665 -5.024 0.03 0.03 0.04
C -0.912 -0.531 -5.208 -0.03 -0.02 -0.01
C -0.737 -1.566 -4.298 -0.01 0.00 -0.03
C 0.113 -1.412 -3.216 0.04 0.00 0.07
H 4.286 -5.561 -3.097 -0.01 0.00 -0.01
H 3.932 -3.713 -4.705 0.00 0.01 0.00
H 3.136 -1.511 -3.904 0.01 -0.01 -0.02
H 3.081 -2.970 0.108 -0.02 0.03 0.00
H 3.861 -5.188 -0.686 -0.01 0.00 0.00
H 2.979 -0.561 -0.340 0.00 0.01 0.04
H 1.131 1.761 -3.782 0.02 0.02 0.04
H -0.392 1.492 -5.707 0.00 -0.01 -0.01
H -1.594 -0.646 -6.043 0.00 -0.01 0.01
H -1.288 -2.492 -4.417 0.00 0.00 0.00
H 0.209 -2.204 -2.483 0.03 0.00 0.01
O -1.472 2.819 -1.370 0.02 0.08 0.01
B -1.282 1.445 -1.084 -0.03 -0.08 0.01
O -2.180 0.708 -1.901 0.01 -0.06 0.02
C -2.866 1.610 -2.645 0.04 0.04 0.03
C -3.841 1.390 -3.591 0.04 -0.02 0.00
C -4.378 2.514 -4.224 -0.02 0.03 -0.01
C -3.945 3.795 -3.907 -0.01 -0.01 -0.02
C -2.956 4.008 -2.944 0.03 -0.04 0.06
C -2.435 2.894 -2.323 -0.04 0.02 -0.08
H -4.164 0.386 -3.830 0.00 0.00 0.00
H -5.150 2.382 -4.973 0.00 0.00 0.00
H -4.381 4.647 -4.415 0.00 0.00 -0.01
H -2.609 5.000 -2.687 0.00 0.01 0.00
C -0.074 -0.632 6.189 -0.02 -0.03 -0.02
C -0.226 0.703 5.517 0.01 0.01 -0.02
C -1.427 1.397 5.639 -0.03 0.06 0.00
C -1.583 2.643 5.062 -0.01 -0.08 0.05
Cl -3.103 3.488 5.245 -0.02 0.01 0.00
C -0.565 3.227 4.332 0.15 0.01 0.04
C 0.628 2.538 4.195 -0.08 0.17 0.00
C 0.803 1.294 4.779 0.07 -0.09 0.10
O 2.063 0.740 4.715 -0.10 0.00 -0.03
C 2.255 -0.465 3.973 0.03 -0.10 0.06
C 2.179 -0.319 2.451 0.03 0.14 0.11
O 2.909 -1.046 1.775 -0.05 -0.03 -0.04
O 1.320 0.536 2.065 0.01 0.01 -0.15
H -0.787 -0.721 7.010 0.01 0.01 0.00
H 0.934 -0.764 6.583 0.03 0.01 -0.02
H -0.277 -1.454 5.499 0.01 -0.01 0.00
H -2.248 0.951 6.186 0.01 0.01 -0.04
H -0.711 4.188 3.860 -0.01 0.00 -0.02
H 1.438 2.941 3.604 0.00 0.00 -0.01
H 1.527 -1.231 4.253 -0.02 -0.01 0.01
H 3.248 -0.816 4.245 0.00 -0.01 0.00
```
Forces are in eV/Å.

Calculated total energy = -88350.033 eV
ΔE to the lowest compared entry with this formula, charge and spin = 3.72 kcal per mole
Charge = -2
Spin multiplicity = 6
Frontier orbital gap (spin up / spin down) = 0.1786 / 0.2471 Eh


Entry 3:
Below is a structure of composition C34H23Cl4N2O4PS2Sc in a non-equilibrium geometry, with properties calculated with ωB97M-V/def2-TZVPD.

```
71
Properties=species:S:1:pos:R:3:forces:R:3
Sc -1.078 -0.690 -0.058 -0.46 -0.25 1.28
C 5.828 -0.146 0.602 0.07 0.02 -0.01
C 5.335 1.145 0.679 0.16 0.01 0.01
C 4.028 1.417 0.309 -0.21 0.05 -0.09
C 3.200 0.397 -0.148 -0.19 -0.24 0.40
C 3.707 -0.900 -0.229 -0.09 0.03 0.00
C 5.013 -1.168 0.137 0.07 -0.10 -0.03
P 1.417 0.598 -0.545 0.38 0.65 -0.75
C 1.176 2.393 -0.249 -0.07 -0.18 0.08
C 1.011 3.339 -1.250 0.09 -0.16 0.02
C 0.657 4.639 -0.924 -0.02 0.17 -0.02
C 0.445 4.997 0.395 0.02 0.05 0.03
C 0.613 4.056 1.402 0.02 0.06 0.09
C 0.970 2.763 1.081 0.15 0.05 -0.16
C 1.497 0.442 -2.367 0.20 -0.07 0.13
C 2.622 0.814 -3.071 -0.25 -0.05 0.36
C 2.664 0.677 -4.462 -0.01 0.03 -0.28
C 1.583 0.179 -5.132 0.08 0.05 0.00
C 0.415 -0.209 -4.444 -0.06 0.07 0.24
C -0.718 -0.672 -5.144 -0.28 -0.06 -0.03
C -1.856 -0.983 -4.458 0.08 -0.11 -0.21
C -1.884 -0.924 -3.052 0.19 0.07 0.40
C -0.801 -0.515 -2.287 -0.33 0.01 -0.33
C 0.356 -0.100 -3.022 0.00 -0.15 -0.11
H 6.846 -0.357 0.901 0.02 -0.01 0.00
H 5.974 1.946 1.028 -0.01 0.03 0.02
H 3.651 2.429 0.368 -0.03 0.05 0.04
H 3.061 -1.695 -0.580 -0.01 -0.14 0.01
H 5.398 -2.175 0.066 -0.02 -0.07 0.01
H 1.112 3.056 -2.287 0.05 -0.05 -0.08
H 0.524 5.374 -1.706 -0.05 -0.02 -0.06
H 0.123 5.999 0.642 0.03 0.05 0.00
H 0.425 4.328 2.431 -0.01 -0.01 0.08
H 1.032 2.011 1.856 0.02 0.02 0.11
H 3.484 1.212 -2.552 0.02 0.02 0.05
H 3.549 0.986 -5.001 0.08 -0.01 -0.06
H 1.600 0.086 -6.210 0.02 -0.01 -0.08
H -0.675 -0.758 -6.223 0.00 0.05 -0.05
H -2.749 -1.293 -4.991 0.05 -0.04 -0.02
H -2.824 -1.200 -2.574 0.18 0.07 -0.04
Cl -3.044 -2.589 -0.196 -0.09 -0.52 -0.18
C -4.390 -2.323 0.873 -0.34 0.44 0.42
C -5.530 -3.081 0.703 0.07 -0.14 -0.17
C -6.624 -2.886 1.530 0.06 0.01 -0.02
C -6.561 -1.921 2.524 -0.07 -0.12 -0.07
C -5.411 -1.182 2.688 0.13 -0.20 -0.31
Cl -5.356 -0.003 3.937 -0.18 0.28 0.42
C -4.269 -1.347 1.878 0.20 -0.02 -0.04
S -2.842 -0.435 2.159 0.15 -0.03 -0.16
H -5.550 -3.833 -0.071 -0.04 -0.05 -0.11
H -7.517 -3.477 1.396 -0.07 -0.05 -0.01
H -7.401 -1.746 3.179 -0.06 0.03 0.05
O -3.258 2.698 0.029 -0.53 0.51 0.72
Cl -2.411 1.714 -0.501 -1.01 1.66 -1.42
O -1.861 2.133 -1.731 0.34 0.52 -0.75
O -1.326 1.422 0.410 1.28 -0.25 1.07
O -3.099 0.471 -0.676 -0.46 -1.35 -0.25
Cl 3.270 0.046 4.482 0.21 0.16 0.00
C 1.775 -0.702 4.054 -0.29 -0.16 0.00
C 1.018 -1.355 5.015 -0.01 0.08 -0.29
C -0.133 -1.994 4.591 0.14 0.04 -0.16
C -0.497 -1.914 3.252 -0.04 -0.34 0.19
N 0.189 -1.211 2.352 -0.14 0.22 0.00
C 1.321 -0.647 2.743 0.30 0.14 0.14
H 1.325 -1.361 6.049 0.08 -0.04 0.08
H -0.750 -2.539 5.289 -0.06 -0.06 0.00
H -1.378 -2.428 2.896 0.07 0.09 0.01
H 1.904 -0.138 1.985 0.03 0.03 0.15
S 1.217 -4.894 0.277 0.59 -1.12 0.22
C 0.489 -3.507 0.060 -0.54 1.22 -0.31
N -0.036 -2.466 -0.104 0.41 -0.87 -0.21
```
Forces are in eV/Å.

Calculated total energy = -148549.974 eV
ΔE to the lowest compared entry with this formula, charge and spin = 26.21 kcal per mole
Charge = -1
Frontier orbital gap = 0.2583 Eh


- What is the ΔE to the lowest compared entry with this formula, charge and spin in the first record?
  0.00 kcal per mole


- The lowest charge belongs to which entry?
  C34H23BClN2O6RuS2


- Number 3 is which compound?
  C34H23Cl4N2O4PS2Sc


- Among the records above, which one has the lowest calculated total energy?
  C34H23Cl4N2O4PS2Sc